Entry 1:
C23H26AsF3FeN4O3S3 | the ωB97M-V functional and the def2-TZVPD basis

ORCA input file:
```
! RIJCOSX wB97M-V def2-TZVPD def2/J DEFGRID3
* xyz -1 6
Fe -0.07031 -0.49734 0.01678
C 1.85084 0.35651 5.07257
C 0.76148 1.03081 4.23199
C -0.56698 0.31887 4.33609
C -1.36506 0.55736 5.44872
C -2.60517 -0.04055 5.58797
C -3.05074 -0.90086 4.59790
C -2.27779 -1.17529 3.47616
C -2.76248 -2.19629 2.48482
C -2.14930 -3.57503 2.75591
C -1.02173 -0.56320 3.33778
N -0.20046 -0.74509 2.20985
C 0.90087 -1.43348 2.31005
C 1.99268 -1.25936 1.43612
C 3.23730 -1.92063 1.41328
C 4.00790 -1.25583 0.47583
C 3.19997 -0.22223 -0.03912
N 2.00438 -0.20825 0.53708
H 2.78856 0.91055 5.00261
H 2.03525 -0.66118 4.72615
H 1.55514 0.31096 6.12253
H 1.08206 1.08272 3.19157
H 0.63109 2.05615 4.58585
H -1.00397 1.23241 6.21800
H -3.21904 0.17112 6.45481
H -4.01956 -1.37932 4.69449
H -2.49493 -1.89644 1.47735
H -3.85056 -2.27010 2.55210
H -2.39111 -3.90962 3.76663
H -1.06449 -3.53301 2.65266
H -2.52262 -4.30897 2.03940
H 1.02998 -2.14502 3.13285
H 3.51626 -2.77619 2.01149
H 5.02482 -1.47280 0.18750
H 3.46101 0.50855 -0.79314
S 0.25420 0.22402 -2.35255
C 0.88077 1.78604 -2.12588
C 1.58884 2.33674 -3.23523
N 2.16137 2.74952 -4.14444
C 0.72711 2.54648 -0.95815
S -0.07811 2.01763 0.43687
C 1.25863 3.86954 -0.92573
N 1.68491 4.93821 -0.88797
C -4.36819 0.26828 0.22926
As -2.64656 0.06696 -0.74659
C -2.90102 1.67734 -1.85909
C -3.31730 -1.22107 -2.05757
H -5.15144 0.57275 -0.46418
H -4.26467 1.01429 1.01700
H -4.63577 -0.68457 0.68378
H -3.89501 1.66910 -2.30639
H -2.15533 1.69929 -2.65122
H -2.78897 2.57394 -1.24938
H -4.15423 -0.79866 -2.61387
H -3.63730 -2.12798 -1.54540
H -2.52348 -1.49881 -2.74720
F -0.69763 -5.47482 -0.49207
C 0.31990 -4.60396 -0.43582
F 0.68104 -4.47412 0.85044
F 1.34809 -5.12291 -1.10981
S -0.16243 -2.94928 -1.12916
O -0.70156 -3.23462 -2.42394
O 1.07681 -2.20855 -1.06752
O -1.12021 -2.46458 -0.13456
*
```



Entry 2:
C23H26Br2N2O2 | the ωB97M-V functional and the def2-TZVPD basis

ORCA input file:
```
! RIJCOSX wB97M-V def2-TZVPD def2/J DEFGRID3
* xyz 0 1
C 6.24740 2.13924 1.52510
O 5.70624 1.79007 0.23301
C 4.40093 2.06529 -0.02139
C 3.52839 2.65142 0.93341
C 2.15965 2.60846 0.73831
C 1.61048 1.96111 -0.41714
C 0.22582 1.65522 -0.62141
C -0.78390 1.96782 0.34405
C -2.03061 2.59159 -0.01233
C -3.07514 2.63298 0.86924
Br -4.80380 3.14997 0.30465
C -2.96067 1.98936 2.20186
O -3.96726 1.60351 2.82264
C -1.58573 1.64410 2.62600
Br -1.33321 0.83033 4.31458
C -0.56000 1.64640 1.71788
C 2.53291 1.63771 -1.46636
C 3.86856 1.66475 -1.27059
H 7.26501 1.76651 1.49623
H 6.24905 3.22893 1.66649
H 5.68771 1.65872 2.34255
H 3.93223 3.07258 1.84735
H 1.51540 3.15536 1.42255
H -0.06479 1.50692 -1.65918
H -2.12057 3.08867 -0.98553
H 0.44736 1.40948 2.06185
H 2.11130 1.41612 -2.46454
H 4.57091 1.30153 -2.03437
C -4.11136 -2.11426 -0.40958
C -3.29559 -0.85112 -0.14215
C -2.29333 -0.56562 -1.26350
C -0.93700 -1.18985 -0.96693
N 0.08598 -0.46887 -0.65352
C 1.33890 -1.18531 -0.55465
C 1.21211 -2.59199 -0.01434
C 0.22960 -3.36308 -0.84709
N -0.96492 -2.56430 -1.07090
C -2.12083 -3.34717 -1.45348
C -3.27678 -3.37513 -0.45720
H -4.86625 -2.22475 0.38009
H -4.64696 -1.99872 -1.36027
H -3.97507 0.00209 -0.05077
H -2.78523 -0.93779 0.83783
H -2.65123 -0.95979 -2.21628
H -2.15088 0.51628 -1.37366
H 1.78295 -1.24386 -1.58421
H 2.04123 -0.58326 0.06340
H 2.19536 -3.08008 -0.04349
H 0.84311 -2.53902 1.02411
H 0.67226 -3.68153 -1.80998
H -0.09058 -4.25483 -0.31183
H -2.46777 -3.01220 -2.45309
H -1.72782 -4.36680 -1.54473
H -2.90615 -3.64101 0.54193
H -3.90741 -4.21222 -0.78063
*
```

Output
* structure (SMILES): COc1ccc(C=C2C=C(Br)C(=O)C(Br)=C2)cc1.C1CCC2=NCCCN2CC1



Entry 3:
C23H26Br4N8O5S2Zr | the ωB97M-V functional and the def2-TZVPD basis

ORCA input file:
```
! RIJCOSX wB97M-V def2-TZVPD def2/J DEFGRID3
* xyz 2 1
Zr -0.13087 0.17446 0.16758
C 3.58836 -1.46791 -3.69542
N 2.35438 -0.75222 -3.33424
C 1.56248 -0.19158 -4.43401
C 1.97194 -0.63497 -2.08219
O 0.92087 -0.03507 -1.75655
C 2.83832 -1.24841 -1.00208
O 2.11545 -1.24821 0.21215
C 2.80979 -0.82411 1.36599
C 2.45834 0.63371 1.62798
O 1.71319 1.20355 0.76921
N 2.89803 1.24996 2.69194
C 2.50646 2.63245 2.99035
C 3.75749 0.58984 3.68722
H 3.70956 -1.39106 -4.77131
H 3.51721 -2.52419 -3.43980
H 4.46360 -1.02424 -3.22286
H 1.30760 -0.99389 -5.12457
H 2.15507 0.55758 -4.95777
H 0.65772 0.25907 -4.04361
H 3.76810 -0.67698 -0.92486
H 3.09604 -2.27553 -1.26305
H 3.88819 -0.94475 1.24789
H 2.48084 -1.43718 2.20375
H 1.62932 2.89790 2.41122
H 3.33241 3.30664 2.76723
H 2.27534 2.69707 4.05235
H 4.23889 -0.28889 3.27286
H 3.16079 0.30421 4.55273
H 4.53041 1.28994 3.99589
N 1.50771 3.23971 -1.38696
C 0.27133 2.92707 -1.82017
N -0.54312 2.12455 -1.16098
C -1.72333 1.93673 -1.88743
C -1.78755 2.57001 -3.06898
S -0.35260 3.49907 -3.30966
C -2.74596 1.08308 -1.27632
C -3.98254 0.83716 -1.73209
S -4.82010 -0.18264 -0.62743
C -3.43545 -0.23866 0.38155
N -2.40795 0.45789 -0.07378
N -3.43554 -0.90924 1.54633
H 1.77618 2.93004 -0.46613
H 2.01070 4.00714 -1.79682
H -2.59017 2.58385 -3.78792
H -4.46308 1.21000 -2.62197
H -4.16994 -1.56933 1.74078
H -2.56343 -1.07476 2.02354
Br -2.07455 -6.46544 1.13333
C -1.40643 -4.74093 1.40490
C -0.99330 -4.33164 2.67744
Br -1.08148 -5.49547 4.13716
C -0.50144 -3.03467 2.85705
Br 0.07623 -2.37672 4.53039
C -0.40573 -2.18552 1.77431
O -0.01047 -0.87527 1.86296
C -0.82142 -2.58644 0.51040
O -0.72000 -1.65298 -0.45480
C -1.32478 -3.86103 0.31970
Br -1.89410 -4.30169 -1.40937
N -1.64342 2.40348 3.82950
C -1.93345 3.39839 2.92190
C -1.42583 2.96989 1.74122
N -0.82412 1.73401 1.91594
C -0.99441 1.41895 3.18567
H -1.89478 2.39421 4.80442
H -2.46659 4.29278 3.19272
H -1.45000 3.45955 0.78441
H -0.66868 0.50229 3.65206
*
```



Here are the calculated ΔE to the lowest compared entry with this formula, charge and spin numbers, same order: 122.0 122.7 85.5 (kJ/mol).